(1)
C18H29NO3 | wB97M-V/def2-TZVPD

The geometry in XYZ format:
```
51
Properties=species:S:1:pos:R:3:nbo_charge:R:1
C -4.89 -2.54 0.43 -0.64
C -5.56 -1.38 -0.31 0.11
C -6.48 -0.55 0.59 -0.64
O -4.65 -0.59 -1.06 -0.50
C -3.65 0.17 -0.52 0.29
C -3.33 0.32 0.82 -0.26
C -2.26 1.13 1.19 -0.20
C -1.51 1.81 0.26 -0.07
C -0.29 2.61 0.65 -0.23
N 0.96 1.95 0.30 -0.62
C 1.17 0.69 1.00 -0.23
C 2.24 -0.14 0.27 0.26
O 1.80 -0.36 -1.06 -0.74
C 2.45 -1.48 1.00 -0.45
C 3.61 -2.23 0.35 -0.06
O 4.80 -1.49 0.42 -0.54
C 4.77 -0.23 -0.25 0.27
C 6.07 0.47 0.17 -0.61
C 4.75 -0.41 -1.77 -0.66
C 3.57 0.62 0.23 -0.45
C -1.84 1.66 -1.09 -0.20
C -2.89 0.86 -1.47 -0.24
H -4.20 -3.05 -0.24 0.22
H -5.66 -3.25 0.75 0.22
H -4.35 -2.21 1.31 0.20
H -6.18 -1.80 -1.11 0.19
H -5.97 -0.18 1.47 0.21
H -7.32 -1.17 0.92 0.22
H -6.87 0.30 0.04 0.22
H -3.88 -0.18 1.60 0.20
H -2.03 1.23 2.25 0.21
H -0.28 2.79 1.73 0.19
H -0.29 3.58 0.14 0.20
H 0.98 1.76 -0.70 0.36
H 0.25 0.09 1.06 0.17
H 1.50 0.91 2.02 0.19
H 0.94 -0.81 -1.03 0.47
H 1.54 -2.09 0.95 0.20
H 2.68 -1.28 2.04 0.21
H 3.82 -3.16 0.89 0.19
H 3.36 -2.47 -0.69 0.17
H 6.14 0.49 1.25 0.21
H 6.92 -0.09 -0.22 0.21
H 6.09 1.48 -0.22 0.21
H 3.77 -0.70 -2.12 0.23
H 5.02 0.53 -2.25 0.21
H 5.48 -1.17 -2.06 0.21
H 3.46 1.48 -0.43 0.23
H 3.77 0.97 1.24 0.22
H -1.26 2.18 -1.84 0.21
H -3.15 0.74 -2.51 0.22
```

Output
Energy relative to the best compared isomer or geometry (same formula, charge and spin) in kcal/mol: 42.1
Net charge: 0
Energy in eV: -26769.167
SMILES: CC(C)Oc1ccc(CNC[C@]2(O)CCOC(C)(C)C2)cc1
HOMO-LUMO gap in eV: 9.0

(2)
C4H10S | wB97M-V/def2-TZVPD

The geometry in XYZ format:
```
15
Properties=species:S:1:pos:R:3:nbo_charge:R:1
C 1.91 2.84 2.49 -0.38
C 1.17 2.70 1.41 -0.38
H 2.98 2.71 2.47 0.19
H 1.55 3.30 3.40 0.19
H 1.54 2.37 0.45 0.19
H 0.12 2.99 1.35 0.19
C -1.37 -0.96 -1.72 -0.61
C -0.53 -2.06 -1.06 -0.51
S -1.58 -3.16 -0.05 -0.05
H -1.95 -1.41 -2.53 0.21
H -0.72 -0.19 -2.15 0.21
H -2.06 -0.52 -1.01 0.21
H -0.14 -2.68 -1.86 0.21
H 0.32 -1.63 -0.53 0.21
H -1.22 -4.30 -0.65 0.12
```

Output
Energy relative to the best compared isomer or geometry (same formula, charge and spin) in kcal/mol: 27.8
Net charge: 0
Energy in eV: -15144.163
SMILES: C=C.CCS
HOMO-LUMO gap in eV: 10.0

(3)
C7H8INO2 | wB97M-V/def2-TZVPD

The geometry in XYZ format:
```
19
Properties=species:S:1:pos:R:3:nbo_charge:R:1
C -0.08 -1.43 0.75 -0.23
C 0.03 -0.58 1.91 -0.33
C 0.29 -1.18 -0.52 -0.10
C 0.76 0.46 2.06 0.03
C 0.76 0.18 -1.09 -0.36
C 1.82 0.66 -0.06 -0.04
C -0.41 1.12 -1.21 -0.63
N 2.08 1.99 0.31 0.42
O 3.21 2.34 0.22 -0.37
O 1.10 2.71 0.49 -0.43
I 3.61 -0.57 -0.12 0.18
H -0.73 -2.25 1.02 0.22
H -0.52 -0.97 2.79 0.24
H -0.04 -1.78 -1.32 0.21
H 1.29 1.26 2.65 0.25
H 1.24 -0.05 -1.99 0.23
H -0.20 2.17 -1.16 0.25
H -1.43 0.91 -0.73 0.24
H -0.77 0.95 -2.28 0.21
```

Output
Energy relative to the best compared isomer or geometry (same formula, charge and spin) in kcal/mol: 188.5
Net charge: 0
Energy in eV: -21066.177
HOMO-LUMO gap (alpha / beta) in eV: 8.1 / 8.1

(4)
C8H12F3NP | wB97M-V/def2-TZVPD

The geometry in XYZ format:
```
25
Properties=species:S:1:pos:R:3:nbo_charge:R:1
C 1.05 -1.08 1.25 -0.64
C 0.11 -1.07 0.03 -0.61
C -1.03 -1.90 0.39 -0.01
C -2.40 -1.65 0.23 -0.29
C -2.83 -0.31 -0.05 0.29
C -4.27 0.11 0.07 0.94
F -4.36 1.18 0.85 -0.29
F -4.79 0.26 -1.09 -0.28
F -4.99 -0.88 0.69 -0.33
N -2.09 0.70 -0.28 -0.80
P -0.49 0.64 -0.48 1.70
C -0.16 1.21 -2.20 -0.93
C 0.19 1.98 0.63 -0.90
H 0.48 -0.95 2.25 0.24
H 1.86 -0.22 1.26 0.24
H 1.76 -1.87 1.40 0.26
H 0.52 -1.54 -0.89 0.29
H -0.81 -2.86 0.86 0.24
H -3.08 -2.34 0.38 0.25
H -1.22 1.68 -2.41 0.29
H 0.13 0.49 -2.85 0.26
H 0.51 2.04 -2.22 0.27
H -0.40 2.77 0.31 0.26
H 1.18 2.13 0.38 0.25
H 0.16 1.81 1.74 0.28
```

Output
Energy relative to the best compared isomer or geometry (same formula, charge and spin) in kcal/mol: 0.0
Net charge: +1
Energy in eV: -27414.346
SMILES: C[C@H]1C=CC(C(F)(F)F)=[N+]=P1(C)C
HOMO-LUMO gap in eV: 9.1